(1)
93
Properties=species:S:1:pos:R:3:lowdin_charge:R:1 method="wB97M-V/def2-TZVPD" charge=+1 relative_energy_kcal_mol=51.3 homo_energy_ha=-0.3809
Y 13.87301 7.38405 15.99831 1.326
C 9.87238 8.92587 10.52292 -0.185
Si 10.06924 7.70295 11.99504 0.546
C 8.91586 6.26302 11.74195 -0.195
C 9.45577 8.68566 13.53711 -0.213
C 11.90427 7.17896 12.12747 -0.227
C 12.77221 7.23831 11.03301 -0.073
C 14.13771 6.98241 11.20674 -0.080
C 14.64024 6.82087 12.46148 -0.153
N 13.85500 6.87071 13.58506 -0.115
C 12.48985 6.81252 13.40447 -0.746
S 11.60055 6.47643 14.85403 0.593
H 9.28019 9.85474 10.75120 0.042
H 9.39533 8.58192 9.56908 0.043
H 10.84980 9.27680 10.23642 -0.006
H 8.88851 5.67364 12.68253 0.034
H 9.26906 5.56163 10.97130 0.032
H 7.90130 6.61979 11.45102 0.048
H 8.51985 9.24121 13.37991 0.033
H 10.28845 9.35000 13.83681 0.014
H 9.34080 7.97898 14.40453 -0.004
H 12.34566 7.50847 10.03695 0.121
H 14.67981 6.90279 10.26214 0.113
H 15.70767 6.85479 12.61645 0.098
C 13.15287 2.91527 23.11530 -0.029
C 13.60354 3.87648 22.01132 -0.233
C 14.38979 5.02324 22.30980 -0.030
C 14.77185 5.96624 21.35985 -0.034
C 14.14086 5.87504 20.07458 -0.260
C 13.64736 4.64302 19.68220 -0.054
C 13.41143 3.63165 20.64100 -0.018
S 14.12554 7.29787 18.97609 0.656
O 12.86999 7.18759 18.12962 -0.445
O 14.24059 8.45277 19.82839 -0.290
N 15.32448 7.25151 17.86005 -0.243
C 16.21790 6.16495 17.80081 -0.329
C 17.38397 6.21719 18.51175 -0.001
C 18.35493 5.17936 18.34837 -0.038
C 18.02627 4.05273 17.60299 -0.041
C 16.78741 3.91326 16.97525 -0.142
C 16.41360 2.73717 16.22728 0.056
C 15.23105 2.80681 15.47502 -0.028
C 14.43694 3.93243 15.56891 -0.105
N 14.79574 5.06381 16.21053 0.021
C 15.92814 5.05066 16.96506 -0.184
H 13.15625 1.93214 22.72655 0.060
H 12.13159 3.19624 23.48607 0.107
H 13.84560 2.99114 23.93700 0.071
H 14.79508 5.20405 23.32648 0.127
H 15.31381 6.85902 21.59847 0.105
H 13.39064 4.45212 18.67570 0.093
H 13.12735 2.61846 20.31995 0.122
H 17.54351 7.00535 19.23954 0.124
H 19.34408 5.16210 18.83848 0.117
H 18.73747 3.24267 17.58753 0.114
H 17.04288 1.87206 16.25580 0.116
H 14.84103 2.01339 14.86823 0.109
H 13.46132 4.00852 15.11442 0.096
N 15.68898 10.72611 15.77760 -0.074
P 15.99354 9.67422 14.40662 1.024
C 17.75834 9.66423 14.52463 -0.417
C 18.48182 10.87153 14.48030 -0.074
C 19.79281 10.82488 15.01988 -0.064
C 20.39733 9.64166 15.41309 -0.071
C 19.63938 8.47120 15.48817 -0.064
C 18.32069 8.46376 14.98232 -0.094
C 15.68373 10.86720 13.11885 -0.384
C 16.55842 10.98449 11.99167 -0.095
C 16.40285 11.98077 11.02479 -0.086
C 15.30457 12.81546 11.03591 -0.085
C 14.37346 12.64069 12.04191 -0.076
C 14.54898 11.65621 13.03641 -0.094
C 14.61634 10.57947 16.60813 -0.379
C 14.53817 11.40594 17.76454 0.001
C 13.29107 11.71588 18.33083 -0.011
C 12.19276 10.99911 17.78530 -0.069
C 12.34790 10.09311 16.76721 -0.142
N 13.57363 9.78676 16.22190 -0.045
H 16.47277 11.23605 16.06459 0.083
H 18.13594 11.83958 14.11339 0.120
H 20.33773 11.73119 15.00210 0.094
H 21.44153 9.65218 15.80177 0.125
H 20.00291 7.62824 16.07282 0.104
H 17.70504 7.54046 14.92880 0.096
H 17.43832 10.29534 11.97952 0.114
H 17.13487 11.95924 10.21405 0.112
H 15.18884 13.62193 10.28492 0.122
H 13.48665 13.26833 12.12073 0.109
H 13.79619 11.65160 13.85848 0.109
H 15.42940 11.97191 18.05077 0.118
H 13.13802 12.41695 19.15509 0.122
H 11.15897 11.13550 18.17156 0.124
H 11.47903 9.58974 16.33948 0.109

=====

(2)
15
Properties=species:S:1:pos:R:3:nbo_charge:R:1 method="wB97M-V/def2-TZVPD" relative_energy_kcal_mol=29.7 homo_energy_ha=-0.3277
C 2.05752 -0.65326 -0.97345 -0.387
C 1.14559 -0.51862 -0.03999 -0.179
C 0.57735 0.75032 0.60724 -0.474
C -0.80244 0.98249 0.08553 -0.743
P -1.86693 -0.46142 0.16208 0.873
S -1.53175 -1.57475 1.71572 -0.565
H 2.28191 -1.55657 -1.40860 0.193
H 2.58205 0.14467 -1.35492 0.179
H 0.74946 -1.41393 0.41776 0.210
H 0.55352 0.36271 1.64144 0.243
H 1.34888 1.53906 0.61155 0.230
H -1.41948 1.72493 0.67627 0.238
H -0.93875 1.39127 -0.94361 0.241
H -1.60444 -0.93330 -1.12266 -0.041
H -3.13249 0.21641 -0.07437 -0.019

=====

(3)
63
Properties=species:S:1:pos:R:3:mulliken_spin:R:1 method="wB97M-V/def2-TZVPD" charge=+2 spin_multiplicity=2 homo_energy_ha="-0.4982 / -0.4982"
Ti 1.27826 0.49023 -1.28415 0.883
C -0.52715 3.98409 -0.78108 0.003
C -1.87967 3.61331 -0.87841 0.003
C -2.21676 2.43984 -1.50539 0.004
C -1.20422 1.57376 -1.98071 0.012
N 0.11773 1.90867 -1.78089 0.001
C 0.42441 3.11539 -1.24888 0.002
N -1.56821 0.49824 -2.69904 -0.011
C -0.78458 -0.48712 -3.01418 0.033
N 0.46224 -0.67918 -2.45380 -0.032
C 1.08492 -1.76086 -3.04560 0.034
N 2.29523 -2.13294 -2.76660 -0.011
C 3.17977 -1.41384 -2.05370 0.014
C 4.36439 -2.04882 -1.61438 0.005
C 5.34844 -1.31612 -0.99736 0.002
C 5.20255 0.07608 -0.87582 0.003
C 4.03571 0.65179 -1.30855 0.000
N 3.01372 -0.06549 -1.82949 -0.002
C 0.14467 -2.36673 -3.97102 0.004
C 0.23663 -3.47473 -4.79356 0.001
C -0.85381 -3.76976 -5.60716 0.000
C -2.00258 -2.98598 -5.58891 0.000
C -2.10825 -1.87561 -4.75605 0.002
C -1.02577 -1.56896 -3.95157 0.003
H -0.24893 4.93833 -0.36548 0.000
H -2.64469 4.26250 -0.48072 0.000
H -3.24491 2.15267 -1.66875 0.000
H 1.48607 3.38197 -1.26039 -0.001
H 4.46760 -3.10880 -1.79356 0.001
H 6.23899 -1.79869 -0.62498 0.000
H 5.99814 0.67746 -0.46771 0.000
H 3.89639 1.73739 -1.30070 -0.001
H 1.13219 -4.07356 -4.79478 0.000
H -0.80125 -4.61945 -6.27106 0.000
H -2.82703 -3.23725 -6.23913 0.000
H -2.99233 -1.26055 -4.72891 0.000
C -0.37344 -1.76329 0.87896 0.000
C 0.43086 -0.64376 1.43187 0.003
N 1.12199 0.22731 0.68947 0.026
C 1.74251 1.08743 1.57210 0.014
C 1.41810 0.71921 2.84062 -0.003
N 0.59338 -0.36861 2.73687 0.002
C -0.01071 -1.06514 3.86784 0.000
N -0.73091 -0.17490 4.70996 0.000
N -0.42901 -0.07252 6.03628 0.000
N -1.25152 0.66600 6.61320 0.000
C -2.17612 1.12813 5.71962 0.000
C -3.27240 1.97484 5.87357 0.000
C -3.99387 2.27385 4.73984 0.000
C -3.64673 1.75024 3.48688 0.000
C -2.57227 0.89933 3.31338 0.000
C -1.84646 0.58457 4.45218 0.000
H -0.28970 -1.77236 -0.21673 0.005
H -1.42654 -1.66394 1.15254 0.001
H -0.01791 -2.72081 1.26502 0.001
H 2.37827 1.89485 1.23914 -0.001
H 1.70220 1.13166 3.78830 0.000
H 0.77547 -1.51696 4.48577 0.000
H -0.66400 -1.85504 3.47998 0.000
H -3.52805 2.36788 6.84345 0.000
H -4.84875 2.92969 4.81478 0.000
H -4.24596 2.02047 2.63078 0.000
H -2.31634 0.50456 2.33680 0.000

=====

(4)
51
Properties=species:S:1:pos:R:3:nbo_charge:R:1 method="wB97M-V/def2-TZVPD" relative_energy_kcal_mol=316.7 homo_energy_ha=-0.2614
C 0.52883 -7.03391 -0.36752 -0.604
H 1.37756 -7.10667 0.37234 0.180
H -0.33146 -6.66589 0.07523 0.214
H 0.49796 -7.90730 -0.95372 0.208
C 1.16729 -5.86115 -1.16713 -0.161
N 1.03223 -4.72635 -0.48643 -0.515
C 0.76861 -3.61415 -1.24898 -0.213
C 0.51248 -2.29065 -0.58327 -0.470
H -0.41163 -2.59716 -0.04305 0.214
H 1.16718 -1.92430 0.21859 0.256
S -0.05428 -0.90700 -1.79751 0.248
C 0.05107 0.27773 -0.49725 0.116
N 0.42884 0.19409 1.03856 -0.286
N 0.03351 1.37515 1.45200 -0.334
C -0.22443 2.23605 0.64305 0.469
N -0.74605 3.42543 0.88688 -0.623
C -0.58981 4.25525 2.19756 0.168
C -0.26714 3.61633 3.29741 -0.264
C -0.15846 4.59060 4.28329 -0.133
C -0.60466 5.75701 4.30446 -0.303
C -0.75246 6.35721 3.09735 -0.133
C -1.04287 5.47878 1.89250 -0.261
H -1.25847 6.06327 0.93344 0.243
H -1.26201 7.33616 3.05021 0.203
H -0.26748 6.48914 5.01036 0.221
H 0.09976 4.09081 5.30924 0.196
H 0.08331 2.61323 3.43852 0.282
H -0.91772 4.11364 -0.14193 0.403
N -0.55016 1.52161 -0.54879 -0.409
C -1.00282 2.20715 -1.72697 0.186
C -2.13386 2.92302 -1.91243 -0.282
C -2.47112 3.44828 -2.98501 -0.191
C -1.89742 3.36386 -4.16527 -0.204
C -0.60467 2.60289 -4.01381 -0.153
C -0.17456 2.03078 -2.89735 -0.269
H 0.64305 1.59628 -3.11291 0.227
H 0.06973 2.60723 -5.07055 0.210
H -2.47751 3.71373 -5.01528 0.236
H -3.56776 3.96717 -3.02442 0.199
H -2.84415 2.83183 -1.02225 0.241
H -0.03430 -3.65113 -2.01826 0.213
H 1.58301 -3.35524 -1.96469 0.148
C 2.18322 -4.66915 0.36976 -0.211
C 1.74808 -4.55645 1.92880 -0.595
H 1.19842 -5.42281 1.95678 0.205
H 1.12670 -3.44729 2.05525 0.205
H 2.56430 -4.39565 2.58748 0.210
H 2.76618 -3.58593 0.28261 0.182
H 2.89462 -5.37335 0.11167 0.196
H 1.89200 -6.24201 -1.91054 0.201
H 0.22931 -5.75017 -2.11801 0.133

=====

(5)
138
Properties=species:S:1:pos:R:3:lowdin_charge:R:1 method="wB97M-V/def2-TZVPD" relative_energy_kcal_mol=0.0 homo_energy_ha=-0.3292
C -1.07940 4.06893 0.37151 -0.088
C -2.07185 3.70907 -0.70059 -0.304
O -1.99325 4.72683 -1.72110 -0.085
H -0.99211 3.26470 1.10955 0.069
H -1.34580 4.98348 0.89856 0.077
H -0.07601 4.21796 -0.03533 0.069
H -3.09030 3.74344 -0.29457 0.111
H -1.90883 2.71709 -1.12848 0.089
H -2.79101 4.69305 -2.25465 0.076
C 2.75786 3.76660 1.65091 -0.087
C 4.12330 3.32370 2.15137 -0.304
O 4.74413 4.46453 2.77635 -0.081
H 2.16146 4.14158 2.48535 0.081
H 2.22557 2.92456 1.20436 0.047
H 2.81803 4.59856 0.94770 0.081
H 4.76197 2.97476 1.33620 0.100
H 3.95885 2.52266 2.87828 0.106
H 5.24822 4.15521 3.53293 0.073
O -3.39030 -0.17703 -5.94600 -0.064
H -3.87652 -0.69027 -5.27589 -0.005
H -3.64605 -0.55027 -6.79376 0.049
O 2.53151 1.33970 -1.03766 -0.077
H 2.65335 2.26706 -1.26723 0.054
H 1.75773 1.31584 -0.44502 0.011
O -2.45788 -3.16174 0.96985 -0.054
H -2.71146 -3.69362 0.20891 0.029
H -1.82490 -3.70613 1.44922 0.028
O -5.03148 -1.17539 -3.90054 -0.051
H -5.76992 -1.78954 -3.94713 0.050
H -5.41122 -0.35745 -3.55401 0.055
O -0.53300 0.01103 -5.25704 -0.095
H -0.36780 -0.19165 -4.32018 -0.027
H -1.49321 -0.05665 -5.39590 -0.021
O 2.97388 -1.29632 4.10534 -0.068
H 3.18582 -0.56925 4.69720 0.030
H 3.58987 -1.19307 3.35709 -0.007
C 7.57728 1.23229 2.73812 -0.054
C 6.46344 0.21223 2.96241 -0.443
C 5.83282 -0.21135 1.65836 -0.223
O 4.74099 -1.05202 1.91964 -0.230
C 4.01733 -1.39331 0.74057 -0.061
N 7.01489 -0.92845 3.69821 0.047
H 8.03179 1.34592 3.73146 0.082
H 7.24871 2.21514 2.41421 0.073
H 8.39828 0.83612 2.13469 0.075
H 5.70358 0.68133 3.59744 0.129
H 6.58398 -0.74982 1.04779 0.136
H 5.56029 0.61871 0.98566 0.117
H 4.70139 -1.67814 -0.05993 0.087
H 3.35329 -0.57054 0.47452 0.072
H 3.41270 -2.26802 0.98758 0.092
H 7.88886 -1.21614 3.26738 0.072
H 6.39273 -1.72770 3.63428 0.070
C -4.46209 2.06376 4.53260 -0.056
C -4.84672 0.67218 5.02511 -0.452
C -3.65154 -0.16699 5.40210 -0.241
O -2.92084 -0.48898 4.24645 -0.185
C -1.73784 -1.19434 4.53058 -0.105
N -5.80814 0.79838 6.12250 0.031
H -4.12610 2.70947 5.34349 0.078
H -5.33182 2.49412 4.03563 0.072
H -3.67777 1.99162 3.77662 0.074
H -5.35776 0.15862 4.20273 0.140
H -3.99124 -1.07548 5.92689 0.125
H -3.02692 0.39788 6.12089 0.134
H -1.00701 -0.57622 5.06167 0.093
H -1.32675 -1.50024 3.57088 0.068
H -1.98000 -2.09529 5.10790 0.091
H -5.38384 1.29834 6.89925 0.069
H -6.07462 -0.10949 6.48898 0.066
C -1.35687 -3.82281 -4.81723 -0.054
C -0.14300 -3.74603 -3.91235 -0.444
C -0.30947 -4.46575 -2.61187 -0.213
O 0.63397 -3.91060 -1.70091 -0.200
C 0.59880 -4.52627 -0.44596 -0.112
N 1.02179 -4.32774 -4.62200 0.050
H -2.20579 -3.29271 -4.37719 0.068
H -1.68122 -4.86809 -4.90208 0.082
H -1.13761 -3.44083 -5.80974 0.078
H 0.02940 -2.69220 -3.67738 0.105
H -0.11745 -5.54424 -2.70716 0.134
H -1.32490 -4.38158 -2.18656 0.117
H 1.16074 -3.89400 0.23990 0.085
H 1.00261 -5.54371 -0.47992 0.095
H -0.43502 -4.59431 -0.07081 0.065
H 1.17461 -3.82138 -5.48674 0.070
H 1.85480 -4.19661 -4.05746 0.070
C -1.97381 -0.95364 -2.04506 -0.041
C -0.73435 -0.20539 -1.58730 -0.398
C -0.55939 -0.43896 -0.10276 -0.185
O 0.55603 0.28699 0.40574 -0.239
C 0.72364 0.08586 1.79950 -0.082
N 0.42713 -0.58335 -2.41809 0.073
H -2.84434 -0.65294 -1.45419 0.080
H -1.86022 -2.02993 -1.88596 0.070
H -2.18090 -0.76129 -3.09330 0.061
H -0.89254 0.86805 -1.74546 0.129
H -0.43757 -1.50657 0.11998 0.115
H -1.43546 -0.07168 0.45025 0.136
H 0.40610 -0.91828 2.08376 0.080
H 0.14095 0.80077 2.39565 0.094
H 1.77968 0.26436 1.99345 0.073
H 0.70716 -1.53413 -2.17225 0.066
H 1.22711 -0.01556 -2.13353 0.058
C -6.32387 -0.86674 -0.40701 -0.069
C -7.78159 -0.55820 -0.61604 -0.441
C -8.21925 0.62243 0.21479 -0.229
O -8.35333 0.20169 1.55059 -0.188
C -9.06454 1.12385 2.35003 -0.102
N -8.02365 -0.28010 -2.05631 0.030
H -5.96756 -1.77428 -0.89699 0.073
H -6.10930 -0.92470 0.66008 0.083
H -5.73381 -0.03875 -0.81448 0.078
H -8.38136 -1.43141 -0.32463 0.142
H -9.17901 1.00399 -0.17103 0.122
H -7.47667 1.43225 0.14648 0.137
H -8.46116 2.02241 2.55046 0.089
H -9.25771 0.62656 3.29454 0.089
H -9.97032 1.45506 1.83194 0.084
H -7.91703 -1.15202 -2.56892 0.061
H -9.01081 -0.06677 -2.19558 0.069
C 5.12762 1.32812 -4.46891 -0.058
C 5.85075 0.83670 -3.22026 -0.440
C 6.37667 2.03604 -2.42794 -0.217
O 7.09759 1.67498 -1.27381 -0.202
C 8.41304 1.24634 -1.53507 -0.106
N 4.91518 0.05239 -2.40887 0.059
H 4.82042 0.49341 -5.09584 0.079
H 5.76361 1.98810 -5.05975 0.077
H 4.22304 1.85740 -4.15863 0.080
H 6.68052 0.18290 -3.49656 0.125
H 5.52010 2.62962 -2.08811 0.126
H 6.95486 2.74339 -3.04786 0.127
H 9.05857 2.08884 -1.82250 0.091
H 8.47786 0.50362 -2.33771 0.083
H 8.80425 0.80384 -0.62108 0.079
H 5.36126 -0.12131 -1.50949 0.040
H 4.13045 0.64936 -2.14274 0.032